Entry 1:
Here is a cluster of 8 separate species, C52H55Cl2N2S in total from the Open Molecules 2025 dataset. Energies are from wB97M-V/def2-TZVPD.

Positions of all 112 atoms, in Å:
C  5.316  -0.188  4.772
C  4.278  -0.460  3.681
S  3.007  -1.596  4.318
C  1.665  -1.340  3.134
C  0.390  -0.834  3.756
C  -0.794  -1.496  3.431
N  -1.944  -1.095  3.936
N  -2.113  -0.064  4.740
C  -1.035  0.595  5.066
C  0.256  0.261  4.596
C  1.374  1.162  5.002
Cl  1.847  0.949  6.630
C  1.809  2.124  4.192
C  1.245  2.387  2.814
Cl  3.041  3.200  4.694
H  5.701  0.831  4.672
H  4.880  -0.286  5.770
H  6.171  -0.861  4.692
H  3.773  0.452  3.361
H  4.745  -0.926  2.811
H  1.457  -2.288  2.629
H  1.986  -0.640  2.353
H  -0.826  -2.347  2.759
H  -2.801  -1.592  3.702
H  -1.182  1.455  5.711
H  1.953  2.957  2.210
H  1.017  1.461  2.282
H  0.323  2.977  2.885
C  -6.001  1.877  5.781
C  -7.302  2.358  5.753
C  -8.169  1.956  4.746
C  -7.736  1.074  3.766
C  -6.435  0.593  3.795
C  -5.566  0.993  4.803
H  -5.328  2.190  6.569
H  -7.642  3.044  6.517
H  -9.183  2.333  4.724
H  -8.413  0.763  2.981
H  -6.101  -0.093  3.026
H  -4.551  0.619  4.827
C  -5.092  -3.058  2.497
C  -6.263  -3.412  1.843
C  -6.355  -4.648  1.220
C  -5.285  -5.533  1.253
C  -4.114  -5.182  1.908
C  -4.023  -3.942  2.524
H  -5.031  -2.096  2.994
H  -7.102  -2.728  1.823
H  -7.267  -4.927  0.708
H  -5.366  -6.496  0.767
H  -3.281  -5.872  1.939
H  -3.106  -3.679  3.047
C  -0.074  -0.306  -0.017
C  -1.171  0.322  0.558
C  -1.786  1.390  -0.081
C  -1.292  1.832  -1.301
C  -0.192  1.210  -1.876
C  0.419  0.140  -1.235
H  0.396  -1.152  0.472
H  -1.558  -0.022  1.509
H  -2.642  1.876  0.368
H  -1.767  2.663  -1.805
H  0.188  1.554  -2.829
H  1.272  -0.347  -1.690
C  6.411  0.761  -0.937
C  5.442  1.060  0.011
C  5.662  2.077  0.930
C  6.846  2.801  0.901
C  7.813  2.502  -0.049
C  7.596  1.482  -0.966
H  6.241  -0.029  -1.657
H  4.514  0.501  0.029
H  4.906  2.315  1.670
H  7.015  3.596  1.615
H  8.736  3.066  -0.077
H  8.349  1.255  -1.709
C  7.627  3.455  -4.041
C  7.269  2.952  -5.284
C  8.125  3.104  -6.366
C  9.339  3.757  -6.204
C  9.698  4.259  -4.960
C  8.840  4.109  -3.879
H  6.960  3.337  -3.196
H  6.323  2.441  -5.410
H  7.847  2.714  -7.337
H  10.007  3.876  -7.047
H  10.644  4.769  -4.835
H  9.118  4.504  -2.909
C  -6.414  -5.380  -2.426
C  -5.632  -5.681  -3.532
C  -6.204  -6.290  -4.641
C  -7.558  -6.596  -4.644
C  -8.341  -6.294  -3.538
C  -7.768  -5.686  -2.429
H  -5.967  -4.904  -1.563
H  -4.576  -5.441  -3.531
H  -5.594  -6.527  -5.503
H  -8.003  -7.070  -5.508
H  -9.396  -6.532  -3.542
H  -8.383  -5.451  -1.569
C  0.857  1.581  -7.731
C  -0.326  1.650  -7.009
C  -0.362  2.340  -5.805
C  0.783  2.961  -5.326
C  1.966  2.892  -6.049
C  2.002  2.201  -7.252
H  0.885  1.045  -8.671
H  -1.220  1.170  -7.386
H  -1.286  2.395  -5.242
H  0.754  3.508  -4.391
H  2.858  3.382  -5.678
H  2.923  2.148  -7.818

Its maximum force is 0.6 eV Å⁻¹. The energy relative to the best compared isomer or geometry (same formula, charge and spin) comes out at 0.00 kcal per mole. Its LUMO energy is -4.8 eV. The calculation puts the HOMO energy at -10.6 eV. The spin multiplicity is 1. The net charge is +1. The HOMO-LUMO gap comes out at 0.2136 Eh.



Entry 2:
Here is a structure of composition C52H55ClInN2O3P from the Open Molecules 2025 dataset. Energies are from wB97M-V/def2-TZVPD.

Positions of all 115 atoms, in Å:
In  0.669  0.926  0.068
C  0.883  -4.446  -2.042
C  0.940  -4.045  -0.560
C  0.802  -5.301  0.309
C  2.221  -3.300  -0.215
C  3.423  -3.823  -0.681
C  4.631  -3.201  -0.427
C  4.653  -2.033  0.317
C  3.481  -1.471  0.803
C  3.558  -0.239  1.691
C  4.145  -0.625  3.054
C  4.378  0.889  1.058
C  2.254  -2.109  0.536
N  1.079  -1.441  0.965
C  0.188  -2.039  1.652
C  -1.011  -1.444  2.207
C  -2.084  -2.330  2.432
C  -3.221  -1.951  3.098
C  -3.269  -0.660  3.645
C  -2.214  0.202  3.498
C  -1.057  -0.122  2.736
N  -0.092  0.819  2.504
C  0.274  1.700  3.549
C  0.540  1.241  4.878
C  0.982  2.140  5.843
C  1.208  3.475  5.568
C  0.991  3.916  4.279
C  0.530  3.070  3.278
C  0.378  3.687  1.897
C  1.757  4.020  1.311
C  -0.523  4.924  1.890
C  0.435  -0.207  5.357
C  -0.631  -0.362  6.448
C  1.784  -0.720  5.877
H  -0.150  -4.642  -2.341
H  1.456  -5.358  -2.225
H  1.291  -3.662  -2.679
H  0.089  -3.394  -0.359
H  1.648  -5.969  0.137
H  -0.118  -5.839  0.066
H  0.788  -5.056  1.373
H  3.412  -4.740  -1.259
H  5.553  -3.625  -0.804
H  5.604  -1.562  0.536
H  2.544  0.127  1.873
H  5.187  -0.937  2.950
H  3.584  -1.452  3.494
H  4.104  0.225  3.739
H  5.421  0.596  0.928
H  4.359  1.770  1.703
H  3.979  1.166  0.079
H  0.332  -3.091  1.916
H  -2.002  -3.343  2.048
H  -4.049  -2.636  3.219
H  -4.147  -0.339  4.193
H  -2.248  1.190  3.940
H  1.170  1.775  6.846
H  1.558  4.151  6.338
H  1.190  4.956  4.042
H  -0.106  2.961  1.252
H  2.203  4.862  1.846
H  1.685  4.285  0.252
H  2.435  3.169  1.407
H  -0.145  5.701  2.555
H  -1.536  4.668  2.209
H  -0.580  5.342  0.882
H  0.161  -0.848  4.529
H  -0.340  0.177  7.352
H  -0.761  -1.416  6.706
H  -1.593  0.027  6.118
H  2.065  -0.236  6.814
H  2.574  -0.535  5.149
H  1.727  -1.796  6.059
O  -3.386  2.769  -1.881
C  -2.932  2.043  -2.707
O  -2.004  1.064  -2.341
C  -3.187  2.014  -4.160
C  -4.048  2.891  -4.807
C  -4.177  2.795  -6.180
C  -3.452  1.837  -6.888
C  -2.596  0.961  -6.236
C  -2.469  1.049  -4.858
P  -1.440  0.158  -3.572
C  -2.772  -1.195  -3.539
C  -2.792  -2.147  -4.560
C  -3.800  -3.095  -4.633
C  -4.812  -3.101  -3.681
C  -4.804  -2.160  -2.662
C  -3.791  -1.210  -2.591
C  -0.010  1.260  -4.122
C  0.755  0.868  -5.218
C  1.766  1.680  -5.706
C  2.024  2.902  -5.100
C  1.259  3.309  -4.018
C  0.240  2.496  -3.535
H  -4.594  3.629  -4.232
H  -4.840  3.465  -6.712
H  -3.555  1.776  -7.964
H  -2.038  0.224  -6.801
H  -2.007  -2.146  -5.314
H  -3.802  -3.827  -5.431
H  -5.601  -3.841  -3.732
H  -5.589  -2.161  -1.916
H  -3.801  -0.488  -1.783
H  0.572  -0.099  -5.684
H  2.357  1.363  -6.556
H  2.822  3.535  -5.468
H  1.450  4.264  -3.542
H  -0.344  2.834  -2.688
O  -3.016  2.092  1.084
C  -2.010  1.841  0.653
Cl  1.424  -0.842  -2.524
C  -0.299  -1.163  -2.802
H  -0.757  -1.425  -1.844
H  -0.367  -2.033  -3.451

Its maximum force is 0.9 eV Å⁻¹. The energy relative to the best compared isomer or geometry (same formula, charge and spin) comes out at 64.64 kcal per mole. Its LUMO energy is -0.1 eV. The calculation puts the HOMO energy at -6.6 eV. The spin multiplicity is 1. The net charge is 0. The HOMO-LUMO gap comes out at 0.2386 Eh.



Entry 3:
Here is a cluster of 12 separate species, C52H56N16O20 in total from the Open Molecules 2025 dataset. Energies are from wB97M-V/def2-TZVPD.

Positions of all 144 atoms, in Å:
O  15.094  21.323  8.877
N  14.976  20.776  9.937
O  14.535  21.420  10.901
C  15.379  19.397  10.093
C  15.706  18.682  8.922
C  16.228  17.418  9.083
C  16.485  16.899  10.391
C  16.132  17.639  11.522
C  15.600  18.937  11.388
H  15.457  19.090  7.932
H  16.521  16.974  8.144
H  16.986  15.952  10.349
H  16.126  17.230  12.539
H  15.448  19.550  12.234
O  15.802  18.727  22.386
N  15.694  19.351  21.383
O  15.425  20.526  21.368
C  16.063  18.612  20.105
C  16.266  19.207  18.917
C  16.858  18.477  17.868
C  17.113  17.116  18.010
C  16.642  16.502  19.220
C  16.150  17.252  20.240
H  16.080  20.245  18.764
H  17.066  18.955  16.928
H  17.526  16.477  17.259
H  16.510  15.437  19.212
H  15.792  16.729  21.145
O  10.357  16.799  16.350
N  11.064  16.469  15.427
O  12.204  15.947  15.492
C  10.662  16.830  14.016
C  9.385  17.251  13.836
C  8.959  17.615  12.553
C  9.867  17.584  11.486
C  11.141  16.978  11.676
C  11.572  16.654  12.956
H  8.706  17.343  14.715
H  8.010  18.151  12.452
H  9.588  18.066  10.519
H  11.848  16.833  10.876
H  12.568  16.376  13.150
O  15.147  12.175  10.032
N  15.895  12.254  10.961
O  16.851  13.042  11.098
C  15.767  11.197  11.979
C  16.468  11.307  13.157
C  16.244  10.327  14.176
C  15.449  9.217  13.929
C  14.764  9.129  12.698
C  14.866  10.136  11.750
H  17.065  12.206  13.366
H  16.773  10.384  15.128
H  15.442  8.434  14.675
H  14.123  8.335  12.436
H  14.172  10.083  10.949
O  12.491  14.814  20.805
N  12.261  15.772  21.515
O  12.326  15.782  22.748
C  12.119  17.090  20.801
C  11.759  17.046  19.505
C  11.710  18.317  18.836
C  11.916  19.514  19.498
C  12.272  19.446  20.849
C  12.378  18.239  21.523
H  11.641  16.119  18.920
H  11.387  18.317  17.796
H  11.885  20.428  18.895
H  12.495  20.361  21.417
H  12.692  18.224  22.558
O  23.143  12.695  14.205
N  22.723  13.793  14.431
O  23.345  14.576  15.144
C  21.461  14.255  13.830
C  20.882  13.437  12.883
C  19.726  13.883  12.301
C  19.180  15.099  12.641
C  19.851  15.963  13.518
C  20.973  15.530  14.163
H  21.349  12.519  12.684
H  19.223  13.297  11.542
H  18.292  15.517  12.120
H  19.379  16.955  13.678
H  21.589  16.160  14.829
O  13.074  19.171  16.144
N  13.104  19.901  15.187
O  13.978  19.870  14.336
C  12.012  20.980  15.188
C  12.205  22.190  14.524
C  11.253  23.222  14.587
C  10.083  22.942  15.302
C  9.940  21.733  16.005
C  10.855  20.747  15.887
H  13.175  22.390  14.081
H  11.403  24.085  13.954
H  9.268  23.636  15.435
H  9.006  21.566  16.582
H  10.756  19.806  16.385
O  17.182  13.655  18.206
N  17.942  13.195  17.402
O  17.675  12.479  16.421
C  19.396  13.531  17.524
C  20.438  12.749  16.889
C  21.743  12.940  17.268
C  22.162  13.986  18.094
C  21.156  14.859  18.586
C  19.807  14.622  18.318
H  20.143  11.923  16.228
H  22.490  12.307  16.798
H  23.214  14.169  18.394
H  21.461  15.739  19.166
H  19.062  15.308  18.729
N  12.059  13.534  10.861
C  12.425  13.487  12.195
N  13.703  13.766  12.567
O  11.506  13.177  12.979
H  11.120  13.216  10.625
H  12.821  13.591  10.190
H  14.382  14.338  12.149
H  13.955  13.578  13.557
N  16.692  20.705  14.823
C  18.039  20.755  14.721
N  18.762  19.660  14.583
O  18.588  21.910  14.829
H  16.111  21.518  15.029
H  16.367  19.782  14.940
H  19.708  19.849  14.168
H  18.441  18.681  14.460
N  16.486  14.845  15.029
C  16.275  16.159  14.867
N  14.987  16.478  15.042
O  17.098  17.020  14.562
H  15.718  14.327  15.461
H  17.427  14.447  14.781
H  14.331  15.858  15.529
H  14.866  17.459  15.187
N  13.443  13.325  17.576
C  13.382  13.010  16.294
N  12.301  12.355  15.882
O  14.308  13.355  15.550
H  12.775  13.134  18.285
H  14.411  13.551  17.799
H  12.035  12.513  14.903
H  11.601  12.022  16.572

Its maximum force is 6.5 eV Å⁻¹. As for the structure (SMILES): O=[N+]([O-])c1ccccc1.O=[N+]([O-])c1ccccc1.O=[N+]([O-])c1ccccc1.O=[N+]([O-])c1ccccc1.O=[N+]([O-])c1ccccc1.O=[N+]([O-])c1ccccc1.O=[N+]([O-])c1ccccc1.O=[N+]([O-])c1ccccc1.NC(N)=O.NC(N)=O.NC(N)=O.NC(N)=O. Its LUMO energy is -1.0 eV. The calculation puts the HOMO energy at -9.0 eV. The spin multiplicity is 1. The net charge is 0. The HOMO-LUMO gap comes out at 0.2936 Eh.



Entry 4:
Here is a structure of composition C52H56N7Sb2SiV from the Open Molecules 2025 dataset. Energies are from wB97M-V/def2-TZVPD.

Positions of all 119 atoms, in Å:
V  -1.975  0.482  -0.063
C  -1.438  1.611  2.787
N  -2.129  2.138  1.595
C  -3.556  2.460  1.801
C  -4.430  1.663  0.879
N  -4.007  0.613  0.225
C  -5.099  0.172  -0.532
C  -5.216  -0.905  -1.406
C  -6.438  -1.092  -2.018
C  -7.523  -0.235  -1.773
C  -7.421  0.830  -0.901
C  -6.187  1.006  -0.287
N  -5.724  1.956  0.617
C  -1.595  0.124  2.842
N  -1.810  -0.591  1.766
C  -1.897  -1.913  2.201
C  -2.165  -3.076  1.486
C  -2.210  -4.257  2.194
C  -1.999  -4.288  3.583
C  -1.744  -3.139  4.303
C  -1.703  -1.954  3.580
N  -1.515  -0.630  3.961
H  -0.376  1.851  2.695
H  -1.803  2.067  3.713
H  -1.637  2.959  1.269
H  -3.836  2.248  2.837
H  -3.733  3.525  1.638
H  -4.375  -1.560  -1.589
H  -6.565  -1.919  -2.704
H  -8.462  -0.414  -2.279
H  -8.259  1.485  -0.705
H  -6.261  2.698  1.031
H  -2.334  -3.038  0.419
H  -2.414  -5.183  1.673
H  -2.038  -5.237  4.100
H  -1.587  -3.164  5.373
H  -1.318  -0.297  4.889
C  -2.812  3.890  -1.567
C  -2.870  2.624  -2.378
C  -3.458  2.600  -3.623
C  -3.491  1.389  -4.320
C  -2.942  0.255  -3.776
C  -2.338  0.336  -2.505
N  -2.318  1.528  -1.837
N  -1.803  -0.668  -1.769
Si  -1.235  -2.193  -2.364
C  0.042  -2.772  -1.119
C  -0.470  -2.033  -4.063
C  -2.583  -3.488  -2.515
H  -3.784  4.117  -1.121
H  -2.538  4.739  -2.193
H  -2.070  3.804  -0.773
H  -3.879  3.502  -4.043
H  -3.961  1.345  -5.295
H  -2.985  -0.694  -4.290
H  1.058  -2.585  -1.478
H  -0.043  -3.840  -0.908
H  -0.074  -2.237  -0.172
H  0.084  -1.099  -4.187
H  -1.224  -2.076  -4.850
H  0.219  -2.864  -4.236
H  -3.104  -3.687  -1.575
H  -2.136  -4.431  -2.842
H  -3.335  -3.210  -3.258
C  0.659  1.627  -0.741
C  1.665  1.710  0.416
C  1.621  0.503  1.362
Sb  2.931  -1.164  0.906
C  2.250  -2.271  2.618
C  1.837  -3.592  2.455
C  1.462  -4.362  3.551
C  1.494  -3.815  4.824
C  1.894  -2.496  5.001
C  2.269  -1.732  3.905
C  4.632  -0.372  1.944
C  5.533  -1.268  2.516
C  6.673  -0.814  3.165
C  6.930  0.548  3.248
C  6.043  1.450  2.679
C  4.903  0.992  2.031
Sb  1.419  1.502  -2.775
C  3.067  0.191  -2.361
C  4.229  0.607  -1.707
C  5.255  -0.292  -1.445
C  5.140  -1.615  -1.849
C  4.001  -2.036  -2.521
C  2.973  -1.138  -2.774
C  2.587  3.289  -2.641
C  3.569  3.485  -3.613
C  4.399  4.595  -3.569
C  4.256  5.530  -2.551
C  3.275  5.355  -1.588
C  2.444  4.240  -1.636
H  -0.007  2.492  -0.779
H  0.024  0.732  -0.694
H  1.482  2.622  0.995
H  2.667  1.832  0.007
H  0.625  0.055  1.362
H  1.850  0.801  2.387
H  1.815  -4.032  1.464
H  1.155  -5.391  3.410
H  1.216  -4.418  5.680
H  1.941  -2.074  5.998
H  2.623  -0.718  4.063
H  5.345  -2.336  2.466
H  7.361  -1.523  3.608
H  7.818  0.903  3.754
H  6.240  2.513  2.739
H  4.227  1.717  1.591
H  4.354  1.643  -1.411
H  6.142  0.045  -0.924
H  5.942  -2.314  -1.649
H  3.913  -3.063  -2.850
H  2.087  -1.484  -3.295
H  3.700  2.759  -4.409
H  5.156  4.734  -4.330
H  4.909  6.392  -2.510
H  3.157  6.084  -0.796
H  1.680  4.125  -0.876

Its maximum force is 1.0 eV Å⁻¹. Its LUMO energy (spin up / spin down) is -2.2 / -2.2 eV. The calculation puts the HOMO energy (spin up / spin down) at -9.3 / -9.9 eV. The spin multiplicity is 4. The net charge is +1. The HOMO-LUMO gap (spin up / spin down) comes out at 0.2599 / 0.2820 Eh.



DFT total energy (computed, hartree): -3442.2659; -3341.4014; -4395.4215; -4112.3754